No. 1
This record from the OMol25 dataset describes a single C8H8O4 molecule at a distorted geometry. The level of theory is the ωB97M-V functional and the def2-TZVPD basis.

Results
ΔE to the lowest compared entry with this formula, charge and spin = 34.82 kcal per mole
LUMO energy = 0.023 eV
HOMO energy = -9.21 eV
frontier orbital gap = 9.2 eV
2S+1 = 1
SMILES = O=C(c1ccccc1)C(O)(O)O

```
20
Properties=species:S:1:pos:R:3:forces:R:3:lowdin_charge:R:1
C -2.77868 -0.15024 0.23873 0.167 2.315 0.062 -0.059
C -1.81651 -1.10940 0.24163 0.738 0.035 0.500 -0.093
C -2.45964 1.27712 0.13020 -0.041 -2.903 -0.870 -0.056
C -0.48046 -0.70728 0.29249 1.598 0.086 -1.011 0.018
C -1.17157 1.65289 -0.14439 0.482 -0.190 0.369 -0.010
C -0.14228 0.65556 0.04224 -3.096 -0.439 -0.462 -0.147
C 1.19531 1.05794 -0.12851 4.363 -2.960 2.063 -0.261
C 2.43402 -0.14530 0.03243 -2.476 2.040 -0.531 -0.640
O 1.68578 2.13712 -0.14832 -0.459 2.068 -0.622 0.129
O 2.25879 -1.01418 -1.04854 -0.062 -0.082 0.897 0.069
O 3.62855 0.50304 -0.11361 1.186 1.454 1.625 0.031
O 2.38533 -0.73258 1.28760 0.638 -0.688 -0.014 0.048
H -3.76090 -0.56267 0.31397 -0.876 0.578 -0.082 0.093
H -2.15231 -2.14446 0.23792 0.486 0.100 0.185 0.111
H -3.21071 1.99331 -0.04617 -1.094 0.571 0.212 0.081
H 0.35509 -1.47494 0.37019 -1.313 1.228 -0.053 0.131
H -1.01983 2.71616 -0.50656 0.425 -1.563 0.729 0.144
H 3.08389 -0.96212 -1.51128 0.820 -0.248 -0.761 0.096
H 3.74860 1.15034 0.68179 -0.533 -1.591 -2.286 0.179
H 3.28829 -1.11642 1.40913 -0.952 0.188 0.050 0.135
```
Forces are in eV/Å.

No. 2
This record from the OMol25 dataset describes a molecular structure, C5H8O at a distorted geometry. The level of theory is the ωB97M-V functional and the def2-TZVPD basis.

Results
ΔE to the lowest compared entry with this formula, charge and spin = 101.82 kcal per mole
LUMO energy = 0.905 eV
HOMO energy = -7.86 eV
frontier orbital gap = 8.8 eV
2S+1 = 1

```
14
Properties=species:S:1:pos:R:3:forces:R:3:lowdin_charge:R:1
C -1.49578 -0.19177 -0.62012 0.180 0.112 -0.056 -0.081
C -0.52514 0.18974 0.46887 -0.018 0.454 0.051 -0.204
O 0.92262 -1.65841 -0.12338 0.653 -1.359 -0.226 -0.090
C 0.12662 1.46279 0.48997 -0.451 0.665 0.196 -0.211
C 1.27250 0.67435 -0.03013 -1.112 -1.326 0.296 0.018
C 1.74010 -0.52606 -0.25552 -0.241 -0.134 -0.085 -0.227
H -1.07829 0.04642 -1.60147 -0.062 -0.017 0.006 0.088
H -1.76991 -1.25307 -0.61805 0.277 0.253 0.094 0.076
H -2.42579 0.38729 -0.50288 0.207 -0.042 -0.020 0.081
H -0.63589 -0.37500 1.39878 0.533 0.261 -0.298 0.125
H 1.03255 -1.99328 0.77317 0.071 -0.136 -0.057 0.093
H -0.24703 2.18208 -0.22605 0.068 0.439 0.063 0.114
H 0.35595 1.86001 1.47069 -0.047 0.392 -0.025 0.116
H 2.72749 -0.80510 -0.62387 -0.058 0.436 0.060 0.099
```
Forces are in eV/Å.

No. 3
This record from the OMol25 dataset describes a gas-phase ion, C3H7O (charge +1) at a distorted geometry. The level of theory is the ωB97M-V functional and the def2-TZVPD basis.

Results
charge = +1
ΔE to the lowest compared entry with this formula, charge and spin = 36.58 kcal per mole
LUMO energy = -6.533 eV
HOMO energy = -16.53 eV
frontier orbital gap = 10.0 eV
2S+1 = 1

```
11
Properties=species:S:1:pos:R:3:forces:R:3:lowdin_charge:R:1
C -1.96264 -0.21868 0.28539 -0.823 -0.811 0.528 0.233
C 1.24234 -0.46860 0.14256 0.487 -1.485 0.224 -0.048
C 0.15918 0.43635 -0.44389 4.293 0.147 -3.778 -0.192
O -1.05585 -0.21357 -0.51847 -0.219 -1.289 -1.126 0.072
H -2.57198 -1.08665 0.14768 -1.163 -0.096 0.072 0.149
H -2.07868 0.47606 1.08906 0.123 0.655 0.543 0.151
H 1.02066 -1.20659 0.95693 -0.417 1.637 0.290 0.104
H 1.58139 -1.28212 -0.53603 0.055 1.212 -0.452 0.099
H 2.04698 0.25656 0.37706 -0.144 -0.946 0.092 0.108
H 0.55641 0.58614 -1.58396 -1.497 -0.184 2.642 0.206
H 0.15548 1.39347 -0.01207 -0.694 1.160 0.964 0.118
```
Forces are in eV/Å.

No. 4
This record from the OMol25 dataset describes a single C4H7FOS molecule at a distorted geometry. The level of theory is the ωB97M-V functional and the def2-TZVPD basis.

Results
ΔE to the lowest compared entry with this formula, charge and spin = 33.52 kcal per mole
LUMO energy = 0.906 eV
HOMO energy = -8.94 eV
frontier orbital gap = 9.8 eV
2S+1 = 1
SMILES = CO[C@@H]1[C@@H](F)[C@@H]1S

```
14
Properties=species:S:1:pos:R:3:forces:R:3:lowdin_charge:R:1
C 2.33166 -0.55402 1.07834 1.802 0.117 -0.925 -0.095
C 0.10972 -0.06192 0.87853 -0.846 -0.167 -1.670 -0.298
C -1.02854 0.50407 -0.00311 0.741 -1.560 0.641 -0.521
C -0.61260 -0.96327 -0.09772 0.580 -0.113 0.292 -0.259
H 2.41208 -0.49203 2.13389 -0.133 0.502 1.317 0.074
H 2.11223 -1.59140 0.89425 -0.102 -0.579 -0.585 0.089
H 3.33350 -0.26996 0.66311 -0.929 -0.394 0.226 0.114
H -0.05036 -0.19764 1.93168 -0.365 0.090 0.425 0.155
H -1.89316 0.78595 0.56605 -0.388 -0.041 -0.024 0.099
H 0.66188 1.31769 -1.25692 0.185 0.176 -0.169 -0.125
H -0.03259 -1.25767 -0.99320 -0.475 0.397 0.508 0.159
O 1.38552 0.30794 0.52532 0.142 0.491 0.051 -0.171
F -1.33529 -2.04777 0.36605 -0.166 0.712 -0.006 -0.007
S -0.65072 1.50764 -1.41076 -0.047 0.370 -0.081 0.785
```
Forces are in eV/Å.